ORCA calculation (wB97M-V/def2-TZVPD) on a 2-piece molecular cluster, C8H10N2O2S overall.

Calculated values
- relative energy (zero: lowest compared OMol25 entry of this formula, charge and spin) (kJ/mol) = 547.1
- E_tot (Eh) = -968.844336
- HOMO level (eV) = -7.42
- gap between HOMO and LUMO (eV) = 6.129
- SMILES string = C=C(C)[N+](=O)[O-].S=c1cccc[nH]1
- max |F| (eV Å⁻¹) = 4.54
- multiplicity = 1
- total charge = 0

Structure (XYZ):
```
23
C8H10N2O2S wB97M-V/def2-TZVPD
C -2.44 1.36 0.03
C -2.52 0.78 1.23
C -3.82 0.91 1.97
N -1.56 -0.13 1.67
O -1.79 -1.12 2.34
O -0.41 0.14 1.27
H -3.15 2.18 -0.12
H -1.47 1.37 -0.59
H -4.13 1.97 2.11
H -3.95 0.48 2.96
H -4.77 0.58 1.37
S 0.36 0.80 -2.62
C 1.54 -0.10 -1.84
C 2.74 -0.55 -2.49
C 3.76 -1.15 -1.77
C 3.58 -1.29 -0.46
C 2.40 -0.96 0.13
N 1.37 -0.40 -0.50
H 2.64 -0.45 -3.55
H 4.77 -1.38 -2.22
H 4.32 -1.80 0.11
H 2.18 -1.12 1.11
H 0.37 -0.11 -0.14
```